DFT (ωB97M-V with the def2-TZVPD basis set) results for 4 unconnected molecules or ions with the total composition C15H40N4O7 at a distorted geometry.

```
66
Properties=species:S:1:pos:R:3
O -4.707 1.399 -27.805
O 1.655 4.373 -18.917
O -4.869 10.272 -21.973
O -5.258 -1.274 -24.605
O 4.763 3.425 -14.909
O -9.573 12.079 -19.356
O -0.472 3.958 -16.932
N -7.014 11.407 -20.485
N 6.710 2.275 -14.855
N -4.053 1.117 -25.243
N 6.861 4.331 -14.423
C -3.959 2.579 -27.282
C -5.513 1.687 -28.965
C -3.482 0.526 -24.121
C -0.717 3.982 -18.326
C -5.667 12.011 -20.475
C -6.285 -2.015 -23.939
C -8.988 10.751 -19.403
C -3.203 1.881 -26.123
C -5.765 9.170 -22.079
C -7.448 10.873 -19.218
C 0.329 4.891 -18.970
C -4.441 -0.511 -23.645
C -4.634 10.954 -20.690
C -10.472 12.404 -18.287
C 6.006 3.351 -14.820
H 7.831 4.360 -14.701
H -5.512 12.466 -19.498
H -6.003 0.842 -29.448
H -0.642 2.979 -18.745
H -5.554 12.811 -21.206
H -10.854 13.390 -18.553
H -3.541 1.326 -23.384
H -3.675 11.464 -20.606
H 0.430 3.666 -16.780
H -5.009 2.286 -29.724
H -2.471 1.321 -26.706
H 6.391 5.161 -14.091
H 0.133 5.282 -19.969
H -4.590 10.285 -19.831
H -4.454 3.503 -26.982
H -6.391 -2.826 -24.660
H -6.644 9.197 -21.435
H 7.716 2.292 -14.761
H -5.085 8.355 -21.832
H -7.784 11.941 -20.861
H -6.794 10.011 -19.083
H -3.250 3.104 -27.921
H -1.761 4.277 -18.437
H -7.220 11.454 -18.325
H -3.980 -1.334 -23.099
H 1.819 4.056 -18.026
H -4.609 0.496 -25.813
H -9.419 10.171 -18.587
H -5.944 -2.391 -22.974
H -6.305 2.285 -28.514
H -9.988 12.124 -17.351
H -6.086 9.227 -23.119
H 0.336 5.756 -18.307
H -11.334 11.780 -18.524
H -9.429 10.236 -20.257
H -5.077 -0.123 -22.849
H 6.370 1.377 -15.169
H -7.143 -1.365 -23.765
H -2.448 0.183 -24.157
H -2.573 2.515 -25.500
```

Values from the calculation:
Charge = 0
Energy relative to the best compared isomer or geometry (same formula, charge and spin) = 393.1 kJ/mol
Energy = -1340.9897 a.u.
HOMO energy = -8.2 eV
LUMO level = 0.62 eV
SMILES = COCCNCCOC.COCCNCCOC.NC(N)=O.OCCO